Entry 1:
C6H13NO4 | ωB97M-V/def2-TZVPD

Its HOMO-LUMO gap (alpha / beta) is 8.308 / 8.306 eV. The calculated total energy is -16106.76213 eV. Its energy relative to the best compared isomer or geometry (same formula, charge and spin) is 139.2 kcal/mol. The HOMO energy (alpha / beta) comes out at -9.35 / -9.35 eV.

The geometry in ORCA input format:
```
! wB97M-V def2-TZVPD RIJCOSX def2/J DEFGRID3
* xyz 0 1
N 0.71146 3.82435 0.56601
O -0.40504 4.20682 0.68416
O 1.80149 4.28260 0.70664
C -1.91340 -0.92651 1.48782
C -1.21286 -0.87305 0.14177
C -1.61244 -2.04393 -0.74117
O 0.16289 -0.78844 0.47971
C 1.01001 -0.25586 -0.49340
C 2.40230 -0.69974 -0.10041
C 0.77643 1.31581 -0.82087
O 0.29815 2.11476 0.15565
H -3.00923 -0.92845 1.38332
H -1.58508 -1.81191 2.05556
H -1.60426 -0.04192 2.07084
H -1.53783 0.02771 -0.39327
H -2.70876 -2.05937 -0.87391
H -1.18235 -1.96625 -1.75362
H -1.31120 -3.01554 -0.31626
H 0.76856 -0.72957 -1.45580
H 3.03648 -0.51079 -0.94522
H 2.74998 -0.18778 0.79167
H 2.46677 -1.76836 0.11764
H 1.82226 1.55432 -1.08921
H 0.07564 1.28111 -1.65767
*
```

natural (NBO) atomic charge list, values in e, 2 entries:
1 N 0.7179
2 O -0.2353


Entry 2:
C3H8N2 | ωB97M-V/def2-TZVPD

Its HOMO-LUMO gap is 7.810 eV. The calculated total energy is -6216.88943 eV. Its energy relative to the best compared isomer or geometry (same formula, charge and spin) is 114.3 kcal/mol. The HOMO energy comes out at -7.79 eV.

The geometry in ORCA input format:
```
! wB97M-V def2-TZVPD RIJCOSX def2/J DEFGRID3
* xyz 0 1
C 1.76339 -2.26370 1.79434
C 1.70198 -0.93849 1.70227
N 1.74413 -0.39483 0.43349
H 1.51781 -2.97288 0.99835
H 1.90285 -2.74456 2.74315
H 2.17079 -0.38969 2.46920
H 1.39195 -0.85864 -0.34792
H 2.04354 0.52900 0.28845
C -2.85311 1.58078 -2.41081
N -2.32024 1.93676 -1.27864
H -3.27853 0.58206 -2.54256
H -2.58957 2.04702 -3.35200
H -2.79963 2.74266 -0.85545
*
```

natural (NBO) atomic charge list, values in e, 2 entries:
1 C -0.4989
2 C -0.0073